# 1
Entry from the Open Molecules 2025 dataset: 8 unconnected molecules or ions with the total composition C55H70N9O8S2 (ωB97M-V/def2-TZVPD).

XYZ file:
```
144
C55H70N9O8S2 | the Open Molecules 2025 dataset | ωB97M-V/def2-TZVPD
C 3.43 -3.46 3.76
C 4.03 -2.11 3.34
C 3.11 -0.97 3.70
O 2.53 -0.93 4.74
O 3.04 -0.04 2.76
C 1.73 0.13 2.16
C 1.62 -0.94 1.11
C 0.48 -0.77 0.13
C -0.84 -0.63 0.91
O -0.95 -1.44 2.11
C -2.05 -1.05 2.84
O -1.73 0.08 3.65
C -2.85 0.93 3.87
C -3.13 1.90 2.72
O -4.21 1.51 1.87
C 0.64 0.61 -0.62
O -0.43 1.20 -0.90
O 1.82 0.95 -0.88
N 0.54 -1.80 -0.91
C -0.56 -1.78 -1.85
C 0.97 -3.14 -0.56
C 0.08 -4.07 0.33
C 0.80 -4.49 1.61
S 0.47 -6.19 2.19
C -1.29 -6.37 2.00
S -1.84 -7.65 1.15
N -2.04 -5.40 2.61
C -1.65 -5.01 3.98
C -1.98 -6.12 4.94
O -3.39 -6.29 4.99
C -3.92 -6.61 3.71
C -3.49 -5.62 2.64
H 2.37 -3.39 3.99
H 3.54 -4.17 2.94
H 3.93 -3.88 4.63
H 4.95 -1.94 3.91
H 4.23 -2.08 2.28
H 1.68 1.14 1.78
H 0.98 0.00 2.94
H 1.47 -1.88 1.64
H 2.56 -1.03 0.58
H -0.90 0.41 1.21
H -1.71 -0.82 0.29
H -2.89 -0.79 2.19
H -2.36 -1.86 3.50
H -2.63 1.51 4.76
H -3.75 0.34 4.09
H -2.24 1.95 2.10
H -3.31 2.90 3.09
H -4.77 0.88 2.33
H -0.65 -0.81 -2.33
H -0.36 -2.52 -2.63
H -1.53 -2.05 -1.42
H 1.98 -3.12 -0.17
H 1.06 -3.66 -1.52
H -0.11 -4.98 -0.23
H -0.89 -3.62 0.53
H 0.68 -3.77 2.41
H 1.86 -4.53 1.38
H -2.29 -4.18 4.26
H -0.63 -4.66 4.05
H -1.67 -5.82 5.94
H -1.49 -7.05 4.67
H -3.64 -7.63 3.43
H -5.00 -6.57 3.80
H -3.95 -4.66 2.88
H -3.86 -5.90 1.66
N -5.83 2.74 -3.14
C -4.77 2.80 -3.93
C -3.47 2.63 -3.49
C -3.25 2.36 -2.14
C -4.36 2.29 -1.30
C -5.62 2.49 -1.85
H -4.97 3.01 -4.97
H -2.64 2.68 -4.19
H -2.25 2.21 -1.75
H -4.24 2.08 -0.24
H -6.50 2.45 -1.22
N 3.94 0.34 -4.95
C 4.90 1.09 -5.49
C 5.35 2.27 -4.93
C 4.78 2.70 -3.74
C 3.79 1.93 -3.16
C 3.40 0.76 -3.80
H 5.32 0.72 -6.42
H 6.13 2.84 -5.42
H 5.11 3.62 -3.27
H 3.30 2.21 -2.24
H 2.63 0.14 -3.37
N -5.26 7.01 -1.55
C -6.11 8.03 -1.49
C -7.42 7.96 -1.94
C -7.87 6.77 -2.49
C -7.00 5.69 -2.56
C -5.70 5.87 -2.08
H -5.72 8.94 -1.06
H -8.07 8.83 -1.87
H -8.89 6.68 -2.85
H -7.30 4.75 -2.97
H -4.99 5.06 -2.12
N -1.55 -2.33 6.54
C -0.53 -1.56 6.15
C -0.15 -0.39 6.79
C -0.87 0.00 7.91
C -1.93 -0.79 8.33
C -2.23 -1.94 7.62
H 0.00 -1.90 5.27
H 0.68 0.18 6.42
H -0.61 0.90 8.44
H -2.52 -0.52 9.20
H -3.05 -2.58 7.92
N 5.42 5.87 -2.47
C 4.56 6.54 -3.25
C 4.84 7.78 -3.79
C 6.06 8.37 -3.52
C 6.96 7.69 -2.72
C 6.59 6.45 -2.22
H 3.62 6.04 -3.43
H 4.10 8.27 -4.42
H 6.31 9.34 -3.93
H 7.93 8.11 -2.48
H 7.27 5.88 -1.59
N 5.02 -2.89 -0.24
C 4.82 -2.10 -1.30
C 5.85 -1.64 -2.11
C 7.15 -2.01 -1.80
C 7.37 -2.83 -0.71
C 6.27 -3.24 0.04
H 3.79 -1.82 -1.50
H 5.63 -1.00 -2.95
H 7.97 -1.67 -2.41
H 8.36 -3.15 -0.43
H 6.40 -3.88 0.90
N -1.55 0.99 -5.71
C -0.42 0.84 -6.40
C -0.25 -0.10 -7.40
C -1.31 -0.94 -7.70
C -2.49 -0.80 -6.99
C -2.56 0.17 -6.01
H 0.39 1.51 -6.12
H 0.69 -0.18 -7.92
H -1.21 -1.69 -8.47
H -3.34 -1.44 -7.19
H -3.46 0.32 -5.43
```

Computed properties:
Kohn-Sham gap: 7.205 eV
Charge: -1
HOMO: -0.18618 hartree
LUMO energy: 2.1 eV

Here are the Mulliken charges for atoms 1 to 4, given in e: -0.91 0.43 0.30 -0.56

# 2
Entry from the Open Molecules 2025 dataset: a molecular structure, C13H5EuIN4O7S5 (ωB97M-V/def2-TZVPD).

XYZ file:
```
36
C13H5EuIN4O7S5 | the Open Molecules 2025 dataset | ωB97M-V/def2-TZVPD
Eu 0.03 0.72 0.27
S 5.78 -0.56 5.12
C 4.52 -0.30 4.05
S 2.91 0.05 4.50
C 2.18 0.18 2.91
C 3.04 0.00 1.88
S 2.74 0.00 0.15
S 4.70 -0.32 2.34
S 0.45 0.47 2.92
O -4.21 0.53 -0.65
C -3.11 0.97 -0.35
O -2.14 0.27 0.19
C -2.76 2.43 -0.48
C -3.67 3.43 -0.20
C -3.20 4.73 -0.03
C -1.84 5.03 0.02
C -0.94 4.01 -0.20
C -1.41 2.77 -0.71
O -0.60 1.94 -1.33
N 0.40 4.08 0.16
O 0.98 2.96 0.54
O 0.95 5.20 0.36
N -4.16 5.79 0.20
O -5.35 5.52 0.22
O -3.74 6.93 0.35
H -4.72 3.19 -0.07
H -1.48 6.01 0.30
I -1.80 -5.69 0.22
C -0.64 -3.98 0.18
C 0.74 -3.92 0.27
N 1.05 -2.62 0.19
N -0.02 -1.85 0.07
C -1.08 -2.66 0.06
H 1.48 -4.69 0.38
H 1.95 -2.12 0.22
H -2.07 -2.24 -0.02
```

Computed properties:
Kohn-Sham gap (alpha / beta): 4.284 / 5.466 eV
Multiplicity: 8
Charge: -2
HOMO (alpha / beta): -0.03926 / -0.08273 hartree
<S²>: 15.78
LUMO energy (alpha / beta): 3.2 / 3.2 eV
ΔE to the lowest compared entry with this formula, charge and spin: 0.000 eV

Here are the Mulliken charges for atoms 1 to 4, given in e: 1.25 -0.37 0.10 -0.14

# 3
Entry from the Open Molecules 2025 dataset: C3H6N2S2 in the gas phase (ωB97M-V/def2-TZVPD).

XYZ file:
```
13
C3H6N2S2 | the Open Molecules 2025 dataset | ωB97M-V/def2-TZVPD
C 0.06 -0.34 0.56
C -0.12 1.96 -0.76
C -0.42 0.81 -1.69
H 0.05 -3.12 1.87
H -0.15 -2.73 0.28
H 0.88 2.33 -0.89
H -0.79 2.79 -0.93
H -0.08 0.98 -2.69
H -1.51 0.70 -1.78
N 0.40 -2.57 1.11
N 0.11 -1.22 1.51
S -0.28 1.37 0.97
S 0.33 -0.68 -1.14
```

Computed properties:
Kohn-Sham gap: 8.831 eV
Charge: 0
HOMO: -0.30326 hartree
LUMO energy: 0.6 eV
ΔE to the lowest compared entry with this formula, charge and spin: 1.100 eV

Here are the natural (NBO) charges for atoms 1 to 4, given in e: -0.13 -0.52 -0.56 0.36

# 4
Entry from the Open Molecules 2025 dataset: C2H9N3O in the gas phase (ωB97M-V/def2-TZVPD).

XYZ file:
```
15
C2H9N3O | the Open Molecules 2025 dataset | ωB97M-V/def2-TZVPD
C -1.00 -0.71 -0.26
C -0.25 1.43 0.53
N -0.17 0.43 -0.51
N 1.22 -0.20 -0.56
N 1.76 -0.71 0.63
O -2.38 -0.21 -0.55
H -2.39 0.14 -1.45
H 1.40 -0.53 -1.50
H 2.73 -0.42 0.74
H 1.68 -1.72 0.73
H -0.78 -1.52 -0.98
H -1.05 -1.05 0.78
H 0.23 1.09 1.46
H -1.29 1.65 0.75
H 0.27 2.32 0.18
```

Computed properties:
Kohn-Sham gap: 9.866 eV
Charge: 0
HOMO: -0.32522 hartree
LUMO energy: 1.0 eV
ΔE to the lowest compared entry with this formula, charge and spin: 3.497 eV

Here are the natural (NBO) charges for atoms 1 to 4, given in e: 0.08 -0.44 -0.29 -0.40

Computed maximum force, in the same sequence as the records: 0.0212, 0.0252, 0.0427, 0.0760 hartree/bohr.